[1]
C11H21NO8S2 | the ωB97M-V functional and the def2-TZVPD basis

Computed properties:
SMILES string: CS(=O)(=O)[C@@H]1C[C@H](CCCN)CS(=O)(=O)O1.O=C1OCCO1

Each line ends with the Löwdin charge.
Element x y z (Å)
C 3.5475 -0.3153 0.6870  -0.12
S 3.7567 1.4366 0.5645  0.66
O 4.5444 1.8871 1.6729  -0.29
O 4.1935 1.7604 -0.7665  -0.29
C 2.0587 2.0717 0.7313  -0.40
C 1.2220 1.7068 -0.4750  -0.13
C -0.2314 2.0355 -0.1264  -0.35
C -1.2341 1.2987 -1.0090  -0.16
C -1.4611 -0.1088 -0.4478  -0.19
C -2.3193 -0.1273 0.8270  -0.28
N -3.4707 -1.0126 0.6652  -0.01
C -0.3348 3.5610 -0.1777  -0.17
S 0.8023 4.3427 0.9625  0.65
O 0.2380 4.2331 2.2692  -0.25
O 1.1518 5.6315 0.4652  -0.25
O 2.1638 3.4730 0.8965  -0.19
H 3.4846 -0.6026 1.7317  0.08
H 4.4236 -0.7362 0.2026  0.08
H 2.6608 -0.6652 0.1681  0.06
H 1.6585 1.5929 1.6307  0.15
H 1.5384 2.3666 -1.2838  0.14
H 1.3611 0.6817 -0.7999  0.12
H -0.3657 1.7348 0.9167  0.14
H -0.8104 1.1890 -2.0082  0.12
H -2.1858 1.8274 -1.0511  0.12
H -0.4971 -0.5671 -0.2256  0.09
H -1.9287 -0.7490 -1.1952  0.11
H -2.6101 0.9057 1.0596  0.11
H -1.7360 -0.4860 1.6720  0.11
H -4.1050 -0.6506 -0.0353  0.06
H -3.9916 -1.0690 1.5291  0.06
H -0.0173 3.9017 -1.1637  0.12
H -1.3314 3.9450 0.0141  0.12
O 0.0004 -2.7836 1.0398  0.15
C -0.4462 -3.5277 0.2298  -0.58
O -1.1369 -4.6507 0.5131  0.07
C -1.7181 -5.1429 -0.6989  -0.11
C -0.8051 -4.5480 -1.7543  -0.11
O -0.3374 -3.3577 -1.1096  0.05
H -1.7284 -6.2291 -0.6947  0.13
H -2.7405 -4.7696 -0.7716  0.13
H 0.0514 -5.1872 -1.9741  0.13
H -1.3146 -4.2969 -2.6803  0.13


[2]
C3H5BrClNO3 | the ωB97M-V functional and the def2-TZVPD basis

Computed properties:
ΔE to the lowest compared entry with this formula, charge and spin, kcal/mol: 24.0
SMILES string: [O-]/[N+](O)=C(/Cl)Br.CC=O

Each line ends with the Löwdin charge.
Element x y z (Å)
O -0.7333 1.5417 1.2994  -0.06
N -0.8126 0.2892 1.2076  -0.42
O -2.0630 -0.1573 0.7439  0.07
C 0.1022 -0.6321 1.4023  -1.23
Cl -0.3373 -2.2222 1.7932  0.75
Br 1.7194 0.0224 1.8805  0.89
H -2.5461 0.6033 0.5211  0.10
C 0.6688 0.7585 -1.3660  -0.05
C 0.6222 -0.7142 -1.1109  -0.41
O -0.2862 -1.4784 -1.3582  0.01
H -0.1801 1.1254 -0.7244  0.09
H 0.5478 0.8440 -2.4211  0.09
H 1.5745 1.1383 -1.1226  0.03
H 1.7237 -1.1184 -0.7448  0.13


[3]
C18H17N5O4S2Zn | the ωB97M-V functional and the def2-TZVPD basis

Each line ends with the Löwdin charge.
Element x y z (Å)
Zn 0.2166 0.3287 0.1887  0.60
O 0.4530 1.9886 0.9957  -0.20
C -0.5733 2.6142 1.5028  -0.36
C -0.4750 4.0074 1.6999  -0.02
C -1.4955 4.7363 2.2595  -0.09
C -2.6897 4.1171 2.6177  -0.11
C -2.8319 2.7649 2.4107  -0.05
C -1.7956 1.9894 1.8780  -0.10
C -1.9382 0.5562 1.8016  -0.26
N -0.9170 -0.2961 1.7164  0.04
C -1.4248 -1.5471 1.8960  -0.13
C -2.7696 -1.4712 2.0592  -0.08
N -3.0838 -0.1413 2.0019  0.13
H 0.4552 4.4771 1.4151  0.11
H -1.3692 5.7966 2.4232  0.10
H -3.4881 4.6887 3.0667  0.09
H -3.7587 2.2836 2.6922  0.10
H -0.7785 -2.4014 1.9173  0.12
H -3.5048 -2.2372 2.1868  0.12
H -4.0113 0.2473 2.0435  0.16
O -1.5548 -2.1589 -2.9509  -0.28
S -1.3343 -2.4225 -1.5621  0.66
O -2.4941 -2.6100 -0.7383  -0.29
N -0.3264 -1.2939 -0.8993  -0.10
C 0.8255 -1.7988 -0.5341  -0.57
O 1.7077 -1.0713 -0.0244  0.00
C 0.9630 -3.2498 -0.7657  -0.14
C 2.0335 -4.0629 -0.4276  0.01
C 1.9336 -5.4202 -0.7016  -0.06
C 0.7944 -5.9445 -1.2950  -0.06
C -0.2803 -5.1240 -1.6270  -0.03
C -0.1752 -3.7814 -1.3477  -0.19
H 2.8964 -3.6330 0.0544  0.12
H 2.7494 -6.0759 -0.4356  0.11
H 0.7326 -7.0063 -1.4862  0.11
H -1.1709 -5.5127 -2.0936  0.12
C 3.4637 3.7286 -1.8965  -0.07
N 2.1002 3.2725 -1.7791  -0.05
C 1.6855 2.0280 -2.0149  -0.88
N 2.5812 1.0916 -2.3720  0.13
S 0.0325 1.7093 -2.0065  0.71
H 3.4976 4.7946 -1.6910  0.09
H 3.8397 3.5528 -2.9083  0.09
H 4.1172 3.2199 -1.1827  0.09
H 1.3790 3.9211 -1.5046  0.12
H 3.5483 1.1949 -2.1106  0.10
H 2.2352 0.1508 -2.4719  0.09


HOMO energy in eV, matching the order above: -9.715 -9.301 -7.286
Orbital gap in eV, matching the order above: 10.1 9.1 7.4
LUMO level in eV, matching the order above: 0.35 -0.16 0.15